(1)
Molecular formula: C26H50BeCl4F9KNNaO16S2
Method: DFT, ωB97M-V/def2-TZVPD

Geometry as XYZ:
```
111
C26H50BeCl4F9KNNaO16S2 | the Open Molecules 2025 dataset | ωB97M-V/def2-TZVPD
C 0.323 5.668 3.475
C -1.589 1.720 3.164
H 2.360 -1.575 -4.563
H -0.742 -5.577 -5.238
H -1.057 0.339 -3.811
H 0.658 6.739 3.683
C -0.282 1.871 4.084
Cl 5.528 -5.792 3.653
C -7.905 -1.063 0.428
S 3.063 3.713 -0.340
F 1.939 2.665 0.384
O -1.977 3.165 0.415
H 2.720 -0.616 6.111
H 3.012 -1.905 -2.949
H -2.519 -4.510 -9.997
F 4.203 4.675 -1.195
H -7.721 -3.175 0.841
F 2.281 3.394 -1.832
C 1.296 4.889 2.416
H 2.211 4.561 3.031
O 2.191 -3.528 -3.891
K 1.290 3.207 5.470
C 0.401 -5.546 -7.086
H -2.989 0.225 -2.135
H -8.624 -0.255 0.584
O 1.284 -5.262 -4.839
O 2.961 -2.873 0.872
H 1.403 -5.810 -7.433
O 1.762 -0.864 1.243
H -1.237 1.282 2.154
H 2.897 1.866 4.259
C 1.836 5.878 1.274
C 2.158 1.052 4.671
O -3.012 -5.307 -11.825
H -9.377 -2.645 0.473
H -7.702 -1.142 -0.644
H 0.452 5.094 4.481
F 4.062 2.358 -0.624
H 0.672 4.023 2.016
O 0.192 -3.267 -4.939
H -2.215 0.876 3.652
H 1.147 0.897 2.577
F 0.798 6.897 1.157
C -2.093 4.385 3.893
H 5.699 2.498 3.060
Na 9.752 -4.317 1.645
O -0.540 -0.597 -2.061
O 2.993 -1.155 -0.755
H 0.228 2.905 4.002
H 0.272 -4.478 -7.271
Cl 7.120 -3.977 2.017
H 5.364 1.041 2.371
C -8.447 -2.368 0.975
C 1.125 -3.951 -4.584
Be 5.924 -6.646 6.046
C 5.652 -4.148 3.002
H 4.130 0.051 5.131
C -2.433 3.095 2.970
H -0.335 -6.088 -7.683
C -2.816 -0.600 -2.846
F 2.992 6.636 1.693
C -0.739 -5.294 -11.040
C 1.964 5.230 -0.170
Cl 5.639 -2.959 4.310
O -5.104 3.525 3.824
H 3.213 -1.104 2.908
C -1.202 -0.552 -3.177
H -0.584 1.609 5.198
C 2.191 -2.123 -3.632
O -4.757 3.512 1.424
H -0.565 -6.111 -11.761
H -0.594 -4.405 -11.675
C -2.013 3.763 1.526
O 5.020 1.952 2.575
H -1.585 4.190 4.918
H 4.700 2.417 1.749
H -2.490 -6.219 -10.059
H -2.466 5.670 1.315
H 0.334 -6.951 -5.467
N -1.613 5.204 1.674
H 0.414 -0.275 3.892
H -3.032 4.960 4.236
F 2.451 6.269 -1.047
O -3.476 -0.570 -3.964
H -3.922 0.349 2.445
Cl 2.182 -1.822 0.239
H 1.877 -1.900 3.995
C -4.774 1.080 2.646
C 0.884 0.756 3.685
H 1.260 -1.805 -3.160
H 1.721 1.486 5.669
O -6.698 -0.712 1.098
C -1.250 5.532 3.107
H -8.637 -2.285 2.048
H 3.666 -2.262 4.306
C 3.025 -0.255 5.054
O 1.019 -2.399 -0.394
H -6.065 -1.427 0.949
C 2.935 -1.438 3.962
H -5.599 0.924 1.859
F 3.940 3.989 1.110
S -4.277 2.864 2.722
H -5.235 0.798 3.669
F 0.629 4.956 -0.629
H 4.787 -3.964 2.361
C -2.349 -5.337 -10.706
H -1.757 6.568 3.210
O -0.072 -5.339 -9.923
C 0.243 -5.871 -5.613
H -1.023 -1.366 -3.900
H -2.955 -1.484 -2.201
```

2S+1: 1
LUMO: -3.118 eV
Gap between HOMO and LUMO: 0.9 eV
Largest force on an atom: 7.2 eV/A
E_tot: -179345.545 eV

(2)
Molecular formula: C2H3N4
Method: DFT, ωB97M-V/def2-TZVPD

Geometry as XYZ:
```
9
C2H3N4 | the Open Molecules 2025 dataset | ωB97M-V/def2-TZVPD
N -2.529 0.911 -2.088
C 0.300 -0.296 0.323
H 1.354 1.123 1.053
H 1.613 -0.350 1.937
C 1.484 0.131 0.872
N -1.743 -0.801 -0.726
N -0.641 -0.865 -0.134
H 2.250 -0.022 0.160
N -2.088 0.168 -1.397
```

2S+1: 1
LUMO: -5.647 eV
Gap between HOMO and LUMO: 9.8 eV
Largest force on an atom: 6.9 eV/A
Total charge: +1
Relative energy (zero: lowest compared OMol25 entry of this formula, charge and spin): 125.8 kJ/mol
E_tot: -8070.283 eV

(3)
Molecular formula: C5H10O2
Method: DFT, ωB97M-V/def2-TZVPD

Geometry as XYZ:
```
17
C5H10O2 | the Open Molecules 2025 dataset | ωB97M-V/def2-TZVPD
H 1.132 -0.173 -1.899
C -0.222 -0.726 0.625
C -1.157 1.370 0.182
H 2.269 -1.040 -0.832
O 0.238 1.504 -0.031
H -0.365 -0.653 1.719
H -1.671 2.054 -0.500
H -1.423 1.669 1.209
H -0.213 -2.670 0.878
O 0.104 -2.040 0.221
H -1.463 -0.345 -1.105
C -1.458 -0.105 -0.037
C 0.900 0.269 0.229
C 1.737 -0.098 -0.989
H -2.414 -0.414 0.399
H 2.472 0.699 -1.149
H 1.584 0.419 1.077
```

2S+1: 1
SMILES: C[C@H]1OCC[C@H]1O
LUMO: 0.764 eV
Gap between HOMO and LUMO: 10.3 eV
Largest force on an atom: 0.5 eV/A
Relative energy (zero: lowest compared OMol25 entry of this formula, charge and spin): 134.5 kJ/mol
E_tot: -9441.649 eV

(4)
Molecular formula: C36H59N3O24S4
Method: DFT, ωB97M-V/def2-TZVPD

Geometry as XYZ:
```
126
C36H59N3O24S4 | the Open Molecules 2025 dataset | ωB97M-V/def2-TZVPD
C -3.651 -3.090 -3.744
H -0.942 6.327 -1.031
H -2.107 -3.232 9.222
C -1.973 4.598 -0.461
H 7.391 0.292 -1.918
H 3.659 0.053 -3.767
H 5.210 5.601 -2.315
H 4.576 -4.927 -9.102
H 2.676 -1.060 -1.646
H 0.474 3.897 3.742
O -4.601 -2.592 -4.705
C -4.649 -4.072 1.371
N -4.174 -1.147 5.795
H -2.459 0.901 1.886
C 1.723 5.254 2.451
O -6.442 -2.380 -5.671
O 6.335 3.465 -0.543
H -8.003 -2.330 -7.014
C 2.437 -4.367 -5.525
H -5.065 5.446 2.370
H 1.736 2.566 -0.443
S 5.420 4.552 -0.093
O 3.577 2.246 6.030
O 5.586 5.118 1.239
C 4.245 -0.187 -2.892
C 3.642 -0.578 -1.682
H -5.121 -6.187 2.039
C 5.855 -0.590 -0.611
O 6.155 -4.307 -6.730
H 0.716 3.874 6.196
O -5.736 -2.086 2.242
C 1.447 3.886 3.250
H -7.537 -3.899 -6.411
O 2.534 3.528 4.134
O -0.606 -1.124 -0.970
H -1.106 -0.332 -2.735
H 4.014 -1.322 0.310
H 1.737 -4.527 -6.345
H -2.178 -3.150 -0.824
N 6.733 -0.898 0.553
H 0.117 -0.369 6.811
C 4.456 -0.849 -0.554
H 4.568 6.527 -0.791
C -0.694 -1.043 7.045
H 6.324 6.315 -1.088
H -2.879 -2.357 -3.510
H -0.730 1.236 2.097
O 3.697 -3.785 -5.917
H -1.060 4.027 -0.290
H -3.848 6.516 1.586
C -1.933 -2.641 8.335
O -4.889 -2.104 5.622
O 1.862 1.113 4.413
H -8.620 -2.823 -5.473
C -4.024 5.768 2.359
C -5.708 -3.170 -4.918
C -0.248 -0.828 -2.281
C -1.492 0.457 2.123
H 1.774 -2.578 -4.904
H 0.796 -3.898 -4.326
C -3.536 -6.037 0.684
H -1.822 0.026 5.555
H 1.882 1.893 -2.052
S 4.757 -4.884 -6.738
C -2.826 -3.787 -0.240
H -1.945 -5.630 -0.754
O -5.996 -4.359 -4.712
C 3.579 3.202 -1.445
H -4.016 -3.472 -2.790
H 3.765 -3.571 -8.401
O 7.784 -0.379 0.635
H 2.278 -3.345 -3.502
C -4.483 -5.486 1.521
C -0.795 -0.054 -0.078
C -7.735 -2.872 -6.107
H 0.603 -0.147 -2.261
H 5.946 0.363 -3.925
O -0.675 1.190 -0.337
C -1.805 -0.825 6.219
O -1.140 -0.543 1.150
C 1.828 -3.575 -4.468
O 6.373 -1.617 1.480
C -3.048 -2.349 7.550
H -4.139 -2.234 0.514
H 1.332 3.085 2.520
H -0.023 2.510 5.670
H -0.021 -1.755 -2.806
C 5.632 0.049 -2.941
O -3.625 3.079 2.522
H -3.958 -2.784 7.936
H 2.113 5.976 3.168
O -6.296 -3.913 3.070
H -2.305 4.388 -1.478
H 4.161 2.287 -1.334
H 0.875 2.362 7.214
H 3.869 3.770 -2.329
H 0.121 -2.054 8.805
C -3.841 -3.271 0.562
H 2.474 5.225 1.661
H 2.967 -5.239 -8.188
O 4.460 -6.245 -6.327
H 1.478 3.592 -1.841
H 2.649 -5.334 -5.068
S -2.914 4.233 1.977
C 5.328 5.917 -1.278
C -1.789 6.084 -0.390
C -2.977 -1.479 6.487
H -3.283 -7.046 0.394
O -4.168 -0.014 5.399
O 3.840 3.947 -0.261
C 3.877 -4.652 -8.312
C 6.368 -0.034 -1.803
O -3.016 4.137 0.293
H -2.648 6.719 -0.609
S 2.364 2.204 5.208
O -1.579 4.587 2.501
C -0.707 -2.002 8.114
C 0.877 2.796 6.214
H -1.564 6.283 0.658
C -2.725 -5.187 -0.153
N -5.585 -3.328 2.241
C 2.090 2.778 -1.452
H -3.113 -3.884 -4.261
H -3.804 6.035 3.393
H 0.861 5.872 2.200
H -1.625 0.061 3.130
```

2S+1: 2
<S²>: 0.7711
LUMO (alpha / beta): 1.020 / 1.020 eV
Gap between HOMO and LUMO (alpha / beta): 2.2 / 5.5 eV
Largest force on an atom: 5.3 eV/A
Total charge: -1
Relative energy (zero: lowest compared OMol25 entry of this formula, charge and spin): 217.8 kJ/mol
E_tot: -135223.894 eV

(5)
Molecular formula: C17H32AlCl21NO
Method: DFT, ωB97M-V/def2-TZVPD

Geometry as XYZ:
```
73
C17H32AlCl21NO | the Open Molecules 2025 dataset | ωB97M-V/def2-TZVPD
C -0.471 -2.568 0.918
C 6.740 2.377 2.201
Cl 2.584 -0.354 -3.412
Cl -6.626 4.206 -0.202
H -2.250 -3.919 0.680
Cl 7.021 4.101 1.922
H -0.619 2.398 -2.620
C -6.503 -0.853 3.819
C 0.072 -2.124 -6.292
H 3.875 -0.356 1.447
H -2.031 -3.246 2.319
Cl 5.378 0.366 -3.047
C 1.579 3.436 2.142
H 2.296 0.963 -1.223
H 0.499 -2.742 1.424
H 0.530 1.560 1.563
Cl -3.588 1.710 -2.916
Cl -2.706 0.700 -5.502
O 1.535 2.812 -0.792
H -4.385 2.268 -5.048
H -0.166 -0.227 -1.633
C 2.506 1.815 -0.549
Al -0.166 2.108 -1.112
Cl -2.414 3.520 -4.858
H -0.915 -4.509 1.791
H 0.728 3.696 2.809
H 1.457 4.044 1.233
C 1.744 1.230 3.313
H 3.502 2.215 -0.874
H 1.398 1.946 4.076
H -1.174 2.929 -0.154
Cl -5.980 -1.044 2.144
C 1.527 1.910 1.887
Cl 0.418 -6.609 -0.504
H 2.832 1.039 3.398
Cl 5.317 2.135 3.219
H 2.103 -0.716 1.563
C -5.884 3.209 1.056
H 1.223 0.262 3.400
H -6.889 0.152 3.939
C -0.010 -7.928 0.586
C 2.652 1.390 0.955
Cl 6.560 1.519 0.667
H -2.065 0.491 0.259
H 0.625 -3.054 -6.319
C -1.499 -3.623 1.433
Cl 4.073 0.841 -5.603
H 2.911 -0.618 -0.005
C 2.873 -0.162 1.003
Cl -1.572 -2.440 -6.867
Cl 0.049 -1.540 -4.628
H 7.601 1.973 2.719
C -0.902 -1.088 1.285
Cl -4.638 2.169 0.356
N -0.135 0.204 -0.712
H 3.598 1.851 1.316
Cl -5.146 -1.058 4.934
H 3.556 1.772 -3.510
H 2.507 3.746 2.660
H -1.827 -1.024 -0.659
Cl -7.142 2.299 1.913
C -3.404 2.074 -4.633
Cl -7.801 -1.993 4.204
H -1.773 -1.118 1.965
H -5.403 3.869 1.769
C -1.320 -0.286 0.010
C 3.856 0.786 -3.848
Cl 0.886 -0.964 -7.348
H 0.715 -8.723 0.459
Cl 0.045 -7.389 2.268
H -0.065 -0.609 1.824
H -0.292 -2.637 -0.172
Cl -1.610 -8.570 0.193
```

2S+1: 1
LUMO: 2.005 eV
Gap between HOMO and LUMO: 6.7 eV
Largest force on an atom: 1.5 eV/A
Total charge: -1
E_tot: -291255.097 eV

Look up the E_tot of the second one.
-8070.283 eV

Among the records above, which one has the highest E_tot?
C2H3N4